This record from the Open Molecules 2025 dataset describes a structure of composition C14H21Br2N4O8P2Re. The level of theory is ωB97M-V/def2-TZVPD.

The geometry in XYZ format:
```
52
C14H21Br2N4O8P2Re | the Open Molecules 2025 dataset | ωB97M-V/def2-TZVPD
Re 0.512 -0.395 -0.742
N 1.585 1.210 0.233
C 2.810 1.457 -0.577
C 2.481 1.514 -2.065
N 1.439 0.499 -2.445
C 1.729 -0.545 -3.491
C 1.535 -1.966 -2.964
N 0.321 -2.053 -2.100
H 1.863 0.936 1.185
H 0.966 2.015 0.292
H 3.307 2.378 -0.275
H 3.488 0.634 -0.370
H 2.077 2.495 -2.314
H 3.384 1.376 -2.657
H 0.658 1.035 -2.810
H 1.042 -0.369 -4.319
H 2.740 -0.426 -3.878
H 1.474 -2.659 -3.802
H 2.374 -2.260 -2.340
H -0.533 -1.959 -2.650
H 0.275 -2.949 -1.580
O -0.868 -3.390 2.303
P 0.036 -2.896 1.115
O 0.112 -3.834 -0.026
O -0.374 -1.446 0.864
O 1.526 -2.783 1.792
P 2.553 -1.672 1.305
O 3.939 -2.410 1.246
O 2.617 -0.465 2.135
O 2.136 -1.388 -0.200
H -0.921 -4.353 2.376
H 3.911 -3.334 0.961
C 0.142 2.204 3.250
C -1.158 1.918 2.557
C -2.383 2.024 3.258
C -3.557 1.767 2.623
C -3.543 1.361 1.269
C -4.695 1.050 0.502
Br -6.409 1.203 1.278
C -4.603 0.627 -0.787
C -3.335 0.483 -1.380
Br -3.176 -0.185 -3.135
C -2.202 0.776 -0.680
O -0.973 0.603 -1.259
C -2.275 1.246 0.662
N -1.114 1.554 1.292
H -0.005 2.779 4.162
H 0.818 2.758 2.598
H 0.636 1.264 3.508
H -2.372 2.326 4.297
H -4.501 1.863 3.140
H -5.489 0.383 -1.355
```

Results
Net charge   +1
E_HOMO (alpha / beta)   -11.2 / -11.2 eV
Spin multiplicity   2
Expectation value of S²   0.755
Calculated total energy   -197996.146 eV
ΔE to the lowest compared entry with this formula, charge and spin   0.360 eV
Frontier orbital gap (alpha / beta)   6.780 / 7.221 eV